79
Properties=species:S:1:pos:R:3:forces:R:3 method="wB97M-V/def2-TZVPD" de_lowest_kcal_mol=1.7 homo_lumo_gap_ha=0.3101 energy_ha=-4182.9336 total_charge=+1
Pt -0.705 0.504 -0.347 -0.9 0.6 0.6
C 1.955 -1.080 -2.985 0.0 0.0 0.0
C 2.026 -1.590 -1.582 0.3 -0.1 0.0
C 2.878 -2.568 -1.045 0.0 0.0 -0.1
C 2.570 -2.621 0.300 -0.1 0.0 0.1
C 3.157 -3.481 1.371 0.0 0.0 0.0
N 1.582 -1.724 0.520 0.2 -0.1 0.1
N 1.251 -1.091 -0.628 0.4 -0.2 -0.3
B 0.890 -1.336 1.833 -0.1 0.1 0.0
N 0.994 0.184 2.097 0.1 0.0 -0.1
N 0.451 1.144 1.282 0.1 0.1 0.3
C 0.823 2.329 1.787 -0.1 -0.1 0.0
C 0.496 3.679 1.244 -0.1 0.0 0.0
C 1.585 2.127 2.937 0.1 0.0 0.0
C 1.671 0.764 3.101 0.1 0.0 0.0
C 2.381 -0.001 4.167 0.0 0.0 0.0
N -0.616 -1.660 1.787 0.1 -0.1 -0.2
N -1.432 -1.008 0.918 0.0 0.0 -0.1
C -2.680 -1.453 1.133 0.1 0.1 -0.1
C -3.895 -0.938 0.442 0.0 0.1 0.0
C -2.649 -2.417 2.140 0.0 0.0 0.1
C -1.330 -2.512 2.539 0.0 -0.1 -0.1
C -0.722 -3.369 3.597 0.0 0.0 0.0
H 2.479 -1.747 -3.666 0.0 0.0 0.0
H 2.432 -0.099 -3.063 0.0 0.0 0.0
H 0.921 -0.980 -3.318 0.0 0.0 0.0
H 3.622 -3.151 -1.562 0.0 0.0 0.0
H 3.894 -4.152 0.934 0.0 0.0 0.0
H 2.396 -4.084 1.866 0.0 0.0 0.0
H 3.653 -2.883 2.136 0.0 0.0 0.0
H 1.404 -1.950 2.714 -0.1 0.1 0.1
H 0.083 3.642 0.249 0.0 0.0 -0.1
H 1.403 4.282 1.214 0.0 0.0 0.0
H -0.214 4.189 1.897 0.0 0.0 0.0
H 2.020 2.887 3.562 0.0 0.0 0.0
H 2.829 0.697 4.870 0.0 0.0 0.0
H 3.172 -0.624 3.750 0.0 0.0 0.0
H 1.698 -0.650 4.714 0.0 0.0 0.0
H -3.640 -0.273 -0.376 0.0 0.0 0.0
H -4.517 -0.385 1.147 0.0 0.0 0.0
H -4.493 -1.766 0.057 0.0 0.0 0.0
H -3.488 -2.956 2.546 0.0 0.0 0.0
H -1.496 -3.978 4.059 0.0 0.0 0.0
H -0.251 -2.766 4.373 0.0 0.0 0.0
H 0.040 -4.032 3.186 0.0 0.0 0.0
C 1.093 4.280 -3.916 0.0 0.0 0.0
C 0.155 3.726 -2.902 0.0 0.0 0.0
C -1.018 4.219 -2.371 0.0 0.0 0.0
C -1.477 3.260 -1.455 0.0 0.0 -0.1
N -0.620 2.240 -1.430 0.4 0.1 0.1
N 0.358 2.535 -2.312 0.1 0.0 0.1
C -2.696 3.299 -0.602 0.0 0.0 0.0
H 0.728 5.240 -4.273 0.0 0.0 0.0
H 1.187 3.610 -4.771 0.0 0.0 0.0
H 2.086 4.429 -3.490 0.0 0.0 0.0
H -1.489 5.157 -2.612 0.0 0.0 0.0
H 1.101 1.871 -2.459 0.0 0.0 0.0
H -2.858 4.308 -0.225 0.0 0.0 0.0
H -2.594 2.609 0.234 0.0 0.0 0.0
H -3.573 3.007 -1.182 0.0 0.0 0.0
C -3.534 -2.461 -4.059 0.0 0.0 0.0
N -2.529 -2.824 -3.077 -0.1 0.0 0.0
C -1.796 -1.976 -2.337 0.2 -0.2 0.2
Se -1.832 -0.114 -2.396 -0.4 -0.2 -0.2
N -0.983 -2.696 -1.556 -0.3 -0.2 -0.1
C -1.191 -4.050 -1.771 0.0 0.1 0.0
C -0.613 -5.182 -1.219 0.0 0.0 0.0
C -1.070 -6.401 -1.687 0.0 0.0 0.0
C -2.063 -6.487 -2.670 0.0 0.0 0.0
C -2.636 -5.354 -3.222 0.0 0.0 0.0
C -2.177 -4.135 -2.748 0.0 0.0 0.0
H -3.689 -1.386 -4.024 0.0 0.0 0.0
H -4.469 -2.967 -3.826 0.0 0.0 0.0
H -3.203 -2.747 -5.057 0.0 0.0 0.0
H -0.326 -2.263 -0.919 0.2 0.1 0.0
H 0.157 -5.114 -0.462 0.0 0.0 0.0
H -0.647 -7.312 -1.285 0.0 0.0 0.0
H -2.388 -7.461 -3.007 0.0 0.0 0.0
H -3.400 -5.422 -3.985 0.0 0.0 0.0